Record 1
Density functional theory data (the ωB97M-V functional and the def2-TZVPD basis) for a structure of composition C11H22N2O4 at a distorted geometry.

```
39
Properties=species:S:1:pos:R:3:nbo_charge:R:1
C -1.8572 -1.5743 2.2472 -0.2320
H -0.8470 -1.0238 1.9132 0.1702
O -2.6195 -1.5823 1.0354 -0.5692
C -2.1688 -2.3402 -0.1002 -0.0543
C -1.7327 -1.4895 -1.2959 -0.1555
N -0.7154 -0.5585 -0.6326 -0.4568
C 0.4893 -1.1898 -0.5622 0.7570
O 0.7156 -2.1593 -1.3064 -0.6637
N 1.5921 -0.2802 -0.3622 -0.4748
C 3.0071 -0.8920 -0.5495 -0.2519
H 2.8904 -1.1422 -1.4919 0.2280
C 3.8569 0.4120 -0.6425 -0.0734
H 5.0025 -0.2306 -0.7891 0.1813
O 3.9727 1.0928 0.7278 -0.5230
C 2.6559 1.4784 0.8584 -0.0405
H 2.6691 1.9477 2.0866 0.1386
C 1.6756 0.1960 1.0764 -0.2084
H 0.6155 0.6904 1.3452 0.2002
H 2.0447 -0.2491 1.7434 0.1427
H 2.3334 2.2840 0.3490 0.1711
H 3.6623 1.0051 -1.4474 0.1888
H 3.1378 -1.4852 0.3802 0.2154
C -0.8755 1.0714 -0.7431 -0.1905
H -1.3883 1.2172 -1.6025 0.1797
C -1.8076 1.6736 0.0564 -0.0772
O -2.1811 2.8281 0.0121 -0.4946
C -3.3498 2.6854 -0.8598 -0.2592
H -3.6281 4.0762 -0.9181 0.1628
H -4.2734 2.2206 -0.3836 0.2185
H -3.0659 2.5097 -1.8013 0.1742
H -2.6388 0.9248 0.3846 0.1764
H -1.3056 1.5593 1.1248 0.1263
H 0.1206 1.5131 -0.7515 0.2248
H -2.6174 -0.7985 -1.4400 0.1764
H -1.4682 -1.9540 -2.0143 0.1791
H -2.9768 -2.7221 -0.4698 0.1734
H -1.3623 -2.9496 0.0365 0.1821
H -2.4596 -1.0297 3.2081 0.1958
H -1.6399 -2.5238 2.5445 0.1625
```

Output
Frontier orbital gap: 0.35923 Ha
2S+1: 1
Total charge: 0
M: 246.31 g/mol
Energy above the lowest of the compared OMol25 structures with the same formula, charge and spin: 1572.1 kJ/mol



Record 2
Density functional theory data (the ωB97M-V functional and the def2-TZVPD basis) for a structure of composition C11H22N2O8P at a distorted geometry.

```
44
Properties=species:S:1:pos:R:3:nbo_charge:R:1
O 2.0819 -6.3444 -0.9387 -0.6580
O -0.6714 -0.0495 -0.2948 -0.7753
O -1.7911 -4.7786 0.5700 -0.6804
O 1.9645 3.2616 0.0373 -1.0803
O -0.2982 1.2033 1.4784 -0.7932
O 0.6135 7.3378 -0.8934 -0.7343
O 2.0999 4.9042 0.7752 -1.0874
O -0.2967 3.8613 1.1549 -1.0072
C 1.4111 -5.7827 -0.0854 0.6849
C -0.2808 0.0953 0.8839 0.7950
C -1.1772 -3.7415 0.3221 0.6540
N -1.7791 -2.7033 -0.2767 -0.6261
N 1.1431 -4.4840 -0.1967 -0.5999
C 0.9255 -6.5686 1.1148 -0.7207
C -3.1860 -2.6774 -0.6635 -0.4088
C -1.3372 5.2593 -1.2250 -0.6024
C 0.9628 6.2335 -1.7307 -0.0521
C 0.2096 -1.1724 1.6240 -0.5262
C 0.9146 -2.2109 0.7098 -0.4150
C 0.1754 4.9816 -1.3283 -0.6178
C 0.3203 -3.6396 0.6892 -0.1162
P 0.8933 4.2509 0.1847 2.3633
H 1.2584 8.0592 -0.9815 0.4740
H 2.4523 3.9872 0.5387 0.4715
H -0.2356 2.8658 1.2291 0.5572
H -1.2460 -1.8444 -0.4285 0.4504
H 1.5102 -4.0481 -1.0269 0.4042
H 1.3338 -7.5756 1.0632 0.2284
H -0.1605 -6.6228 1.0932 0.2608
H 1.2603 -6.0853 2.0288 0.2130
H -3.3631 -3.4052 -1.4562 0.1934
H -3.8088 -2.9263 0.1970 0.2001
H -3.4447 -1.6780 -1.0174 0.2135
H -1.7120 5.6997 -2.1540 0.1997
H -1.8827 4.3269 -1.0416 0.2319
H -1.5541 5.9474 -0.4005 0.2261
H 0.7407 6.4871 -2.7732 0.1529
H 2.0397 6.0355 -1.6639 0.1882
H 0.9099 -0.8805 2.4104 0.2200
H -0.6398 -1.6465 2.1197 0.2134
H 0.9748 -1.8482 -0.3162 0.2245
H 1.9470 -2.2938 1.0545 0.2108
H 0.3280 4.2209 -2.0954 0.2575
H 0.3943 -4.0110 1.7098 0.2126
```

Output
Frontier orbital gap: 0.30982 Ha
2S+1: 1
Total charge: -1
M: 341.28 g/mol